Molecular formula: C7H18Cl4O3
Method: DFT, ωB97M-V with the def2-TZVPD basis set

Output
Frontier orbital gap (eV): 9.86
LUMO (Ha): 0.0050
Energy above the lowest of the compared OMol25 structures with the same formula, charge and spin (kcal/mol): 5.2
E_HOMO (eV): -9.7
SMILES: ClC(Cl)(Cl)Cl.CCO.CCO.CCO

```
32
Properties=species:S:1:pos:R:3:forces:R:3:lowdin_charge:R:1
Cl -0.736209 -1.990675 0.682803 0.3 -0.1 -0.5 0.538
C -0.610079 -1.217745 -0.919727 -0.1 0.2 0.2 -2.035
Cl 0.862281 -0.252565 -1.039977 0.1 0.2 0.4 0.542
Cl -0.520239 -2.367495 -2.247787 -0.3 -0.4 0.2 0.537
Cl -2.034289 -0.185945 -1.077907 0.0 0.1 -0.3 0.548
C -0.806979 2.962885 2.607583 -0.1 0.7 -1.3 -0.082
C -0.538929 2.470135 1.150043 -0.2 0.8 1.0 -0.314
O -1.032729 3.473805 0.241493 -0.1 -0.7 1.3 -0.097
H -1.873629 3.038225 2.818973 0.0 -0.3 0.0 0.066
H -0.471109 3.999555 2.582823 0.2 0.1 0.3 0.066
H -0.282799 2.448295 3.412903 0.0 -0.3 -0.3 0.066
H -1.013919 1.501505 0.994323 0.0 -0.1 -0.2 0.053
H 0.541541 2.370405 1.046373 0.1 -0.2 -0.2 0.098
H -0.648879 3.353595 -0.630177 0.1 0.0 -0.4 0.015
C 0.229351 -4.824425 2.912543 -1.7 1.1 -0.1 -0.126
C 1.135751 -5.453985 1.936203 0.5 -0.9 1.1 -0.315
O 2.015891 -6.235145 2.745533 1.0 -0.4 -0.5 -0.088
H -0.378189 -5.533185 3.475253 0.0 -0.3 -0.2 0.085
H -0.463019 -4.196405 2.351913 -0.2 0.3 0.4 0.029
H 0.765231 -4.236535 3.657743 0.1 0.3 -0.2 0.089
H 1.678021 -4.691905 1.376483 0.2 -0.2 -0.1 0.111
H 0.611431 -6.138515 1.269413 0.0 0.2 -0.3 0.114
H 1.708541 -6.169575 3.652633 0.1 -0.1 -0.1 0.062
C 0.876191 3.079465 -4.318317 -1.1 -1.1 -0.8 -0.075
C -0.214879 2.754725 -3.327287 0.4 -0.4 0.4 -0.324
O -0.229089 3.744685 -2.329947 -0.2 0.5 0.6 -0.088
H 1.865441 3.041965 -3.862177 -0.2 0.5 -0.1 0.084
H 0.586001 3.979465 -4.860437 0.6 0.3 0.2 0.077
H 0.809191 2.291815 -5.068797 0.4 -0.1 -0.2 0.073
H -0.014239 1.822545 -2.799207 0.2 0.0 0.0 0.066
H -1.209489 2.607995 -3.748397 0.0 0.2 -0.4 0.118
H -0.606169 4.553035 -2.684897 0.0 0.1 0.0 0.106
```
Positions in Å, forces in eV/Å.

---

Molecular formula: C18H28FKN4O2SSi
Method: DFT, ωB97M-V with the def2-TZVPD basis set

Output
Frontier orbital gap (eV): 5.99
LUMO (Ha): 0.0034
Energy above the lowest of the compared OMol25 structures with the same formula, charge and spin (kcal/mol): 7.1
E_HOMO (eV): -5.9

```
56
Properties=species:S:1:pos:R:3:forces:R:3:lowdin_charge:R:1
K 0.194209 0.733360 0.024113 -0.1 0.2 0.0 0.778
C 0.394632 -0.208928 -3.155504 -0.2 0.0 0.2 -0.193
Si -1.439231 -0.623851 -2.917099 0.0 -0.1 -0.1 0.332
C -1.696740 -2.331705 -3.686179 0.0 0.0 0.1 -0.181
C -2.404970 0.635730 -3.938792 0.0 0.0 0.1 -0.178
N -1.718418 -0.550729 -1.246800 0.1 -0.1 -0.2 -0.160
C -2.874145 -0.833934 -0.619941 -0.1 0.1 0.2 -0.360
C -4.115185 -1.175024 -1.221147 0.1 -0.1 0.0 -0.053
C -5.259343 -1.453087 -0.493320 0.0 0.0 0.0 -0.122
C -5.262739 -1.400732 0.893024 -0.1 0.0 0.0 -0.135
C -4.080376 -1.054519 1.538905 0.1 0.0 0.1 -0.054
C -2.958548 -0.793674 0.795625 -0.1 0.0 -0.1 -0.223
F -1.809723 -0.435522 1.489405 0.0 0.0 0.0 -0.065
H 0.712616 -0.294345 -4.195401 0.0 0.0 0.0 0.027
H 1.009041 -0.883285 -2.550023 0.0 0.0 -0.1 0.017
H 0.594557 0.817205 -2.829084 0.1 0.0 -0.1 0.008
H -1.437096 -2.344563 -4.747782 0.0 0.0 0.0 0.021
H -2.728383 -2.675285 -3.589142 0.0 0.0 0.0 0.014
H -1.062875 -3.060555 -3.173622 0.0 0.0 0.0 0.020
H -2.122874 0.628581 -4.994245 0.0 0.0 0.0 0.022
H -2.206834 1.634421 -3.539521 0.0 0.0 0.0 0.024
H -3.482863 0.472831 -3.876706 0.0 0.0 0.0 0.015
H -4.151285 -1.216968 -2.303267 0.0 0.0 0.0 0.079
H -6.170556 -1.711786 -1.020033 0.0 0.0 0.0 0.095
H -6.158483 -1.614775 1.459444 0.0 0.0 0.0 0.086
H -4.023469 -0.984704 2.618666 0.0 0.0 0.0 0.108
C 1.725814 5.988513 -0.658638 0.0 0.0 0.0 -0.009
N 2.269743 4.879892 0.114146 0.0 0.0 0.0 -0.048
C 3.369989 5.013755 0.889020 0.0 0.0 0.0 -0.052
C 3.870849 3.983087 1.602111 0.0 0.0 0.0 -0.005
C 3.172471 2.736859 1.492420 0.0 0.0 0.0 -0.377
N 2.098872 2.603443 0.741706 0.0 -0.1 0.0 0.116
C 1.602522 3.645679 0.028069 0.1 0.1 0.0 -0.527
O 0.608124 3.558374 -0.678096 0.0 -0.1 0.0 0.015
N 3.596343 1.651149 2.156658 0.0 0.0 0.0 0.177
H 2.348391 6.864823 -0.495201 0.0 0.0 0.0 0.088
H 0.703992 6.193915 -0.346610 0.0 0.0 0.0 0.099
H 1.712103 5.732866 -1.715993 0.0 0.0 0.0 0.099
H 3.825271 5.994950 0.904749 0.0 0.0 0.0 0.130
H 4.749184 4.100297 2.216856 0.0 0.0 0.0 0.105
H 4.379637 1.708896 2.779237 0.0 0.0 0.0 0.108
H 3.066501 0.787080 2.085608 0.0 0.0 0.0 0.060
O 1.862010 -0.752719 1.853286 -0.1 -0.2 -0.1 -0.605
S 1.512175 -2.064381 1.179715 0.1 0.2 0.1 0.939
C 2.739277 -3.281407 1.769847 0.0 0.0 0.0 -0.299
C 2.089578 -4.164042 2.841409 0.0 0.0 0.0 -0.226
C 0.889824 -3.393747 3.390257 0.0 0.0 0.0 -0.230
C 0.202187 -2.811106 2.166983 0.0 -0.1 -0.1 -0.308
H 3.543362 -2.657577 2.159966 0.0 0.0 0.0 0.091
H 3.112932 -3.831425 0.907728 0.0 0.0 0.0 0.086
H 2.807536 -4.421829 3.619451 0.0 0.0 0.0 0.112
H 1.748636 -5.097486 2.389542 0.0 0.0 0.0 0.113
H 1.219138 -2.582185 4.042184 0.0 0.0 0.0 0.116
H 0.217073 -4.032211 3.962095 0.0 0.0 0.0 0.117
H -0.543846 -2.041238 2.345293 0.0 0.0 0.0 0.081
H -0.240609 -3.586384 1.534628 0.0 0.0 0.0 0.111
```
Positions in Å, forces in eV/Å.

---

Molecular formula: C24H33AsClI2P2Pt
Method: DFT, ωB97M-V with the def2-TZVPD basis set

Output
Frontier orbital gap (spin up / spin down) (eV): 6.14 / 5.09
LUMO (spin up / spin down) (Ha): -0.3411 / -0.4382
Energy above the lowest of the compared OMol25 structures with the same formula, charge and spin (kcal/mol): 0.0
Total charge: +3
Multiplicity: 5
E_HOMO (spin up / spin down) (eV): -15.4 / -17.0

```
64
Properties=species:S:1:pos:R:3:forces:R:3:lowdin_charge:R:1
I 1.996110 2.787929 -1.961542 3.4 -2.3 -1.2 0.552
I -0.190485 3.863723 -1.662619 -4.2 0.5 -1.6 0.614
Pt -0.986041 -1.493036 -1.609196 0.4 1.5 0.7 0.600
P 1.677769 4.024258 0.456394 -0.2 1.0 0.3 0.427
C 1.672023 3.007216 1.901864 0.4 0.6 0.7 -0.225
C 3.261447 4.789544 0.159440 0.0 0.2 0.6 -0.291
H 3.311036 5.520650 0.957573 0.5 0.5 0.0 0.061
H 1.289309 6.114148 1.284679 -0.5 0.7 0.0 0.063
H 3.265196 5.268800 -0.824367 0.1 0.0 0.3 0.056
H 0.225325 5.901109 -0.225912 0.8 0.1 1.2 -0.006
H 2.229640 2.074550 1.844739 0.2 0.2 -0.1 0.063
H 4.077844 4.091995 0.286814 0.2 -0.2 -0.2 0.066
C 0.601400 5.472162 0.736273 1.3 0.4 -0.5 -0.312
H 2.160059 3.738863 2.570262 -0.1 -0.7 0.6 0.085
H -0.223194 5.214970 1.339745 -1.1 -0.3 0.8 0.042
H 0.655904 2.816411 2.226124 -0.2 0.0 0.1 0.045
P -0.586126 -0.348994 -3.636142 0.0 -0.7 -0.3 0.676
C -1.131946 -2.058468 -4.286170 0.4 1.4 0.6 -0.252
C -1.917796 0.796679 -4.228983 -0.4 -0.1 -0.5 -0.325
H 1.287494 0.933832 -4.956563 -0.2 -0.9 0.4 -0.040
H 0.623525 -0.503096 -5.618289 0.5 -0.4 -0.1 0.072
H 1.814961 -0.546922 -4.208065 0.0 -0.5 -0.1 0.060
C 0.940183 -0.093014 -4.657471 -0.1 0.0 -0.4 -0.313
H -1.648154 1.849315 -4.519754 -1.0 -1.8 0.5 -0.051
H -2.209219 0.327650 -5.168332 -0.7 -0.1 0.0 0.060
H -1.424285 -1.800498 -5.320392 -0.3 -0.9 0.4 0.071
H -1.959591 -2.344667 -3.594596 -0.1 -0.3 -1.0 0.023
H -2.701093 0.868477 -3.485896 -0.4 -0.5 0.0 0.048
H -0.315713 -2.798273 -4.196562 -0.4 0.5 -0.3 0.064
Cl 0.177981 2.316426 -4.264468 1.6 2.9 -0.4 0.132
C 3.653855 -3.550576 1.406178 -0.3 0.0 0.1 -0.023
C 3.350005 -3.101222 0.120875 -0.3 0.6 0.0 -0.049
C 2.322764 -2.172725 -0.073151 0.2 0.0 0.1 -0.151
C 1.537418 -1.767236 1.017466 -1.4 0.4 -1.2 -0.372
C 1.729065 -2.337851 2.284725 0.5 0.2 0.3 -0.103
C 2.859891 -3.152473 2.493241 -0.5 0.2 -0.1 -0.027
As -0.028092 -0.537501 0.415129 1.1 -1.3 3.6 1.311
C -1.658866 -2.196032 0.273878 -1.2 -1.1 -0.3 -0.415
C -2.995277 -1.730249 0.085218 -0.4 -0.9 -0.1 -0.125
C -3.953890 -2.693094 -0.370321 0.2 0.1 0.5 -0.029
C -3.638580 -4.075620 -0.352501 -0.3 0.7 -0.7 -0.021
C -2.340872 -4.513247 -0.051718 -0.3 -0.2 0.2 -0.035
C -1.353850 -3.585548 0.317654 0.5 0.3 0.0 -0.075
C -0.727146 0.171936 2.290367 -0.5 -0.8 -0.6 -0.334
C -2.068166 0.573775 2.395348 -0.6 0.5 0.1 -0.122
C -2.588580 1.105873 3.595592 0.0 -0.2 -0.1 -0.037
C -1.776382 1.193336 4.740598 -0.2 0.3 -0.6 -0.027
C -0.444603 0.786574 4.642473 -0.2 -0.5 -0.2 -0.043
C 0.042121 0.193184 3.465867 0.7 0.2 0.1 -0.125
H 4.473382 -4.254512 1.552708 -0.1 0.3 0.0 0.131
H 3.928715 -3.390659 -0.745385 0.1 -0.2 0.1 0.119
H 2.123496 -1.767932 -1.073913 0.2 -0.2 0.4 0.075
H 1.039500 -2.133012 3.109224 0.4 -0.2 -0.4 0.098
H 3.106550 -3.477775 3.511312 -0.2 0.0 -0.5 0.131
H -3.306316 -0.749322 0.495034 0.1 -0.7 -1.2 0.090
H -4.962125 -2.354179 -0.700255 0.8 -0.3 0.7 0.138
H -4.434812 -4.807845 -0.623312 0.8 0.7 0.2 0.146
H -2.120747 -5.596983 -0.157358 0.0 0.9 0.4 0.145
H -0.364990 -3.909795 0.667158 -0.3 0.1 -0.6 0.119
H -2.757143 0.421561 1.557718 0.4 0.6 0.4 0.069
H -3.639192 1.456556 3.656724 0.8 -0.5 -0.2 0.132
H -2.192345 1.579141 5.685302 0.3 -0.2 -0.6 0.136
H 0.197228 0.883849 5.514334 0.0 -0.3 -0.2 0.125
H 1.014420 -0.302135 3.515204 -0.1 0.8 -0.2 0.087
```
Positions in Å, forces in eV/Å.